(1)
The following is a DFT calculation (the ωB97M-V functional and the def2-TZVPD basis) of one molecule with the formula C4H11N3O.

Last column: Mulliken charge in e.
Atoms and positions in Å:
C  1.105  -0.210  -2.716  -0.83
N  1.241  0.598  -1.500  -0.37
C  1.286  -0.182  -0.272  -0.79
C  -0.082  -0.806  0.004  0.53
O  -0.374  -1.835  -0.580  -0.64
N  -1.016  -0.132  0.747  -0.20
C  -0.805  1.095  1.488  -0.17
N  -1.431  0.982  2.806  -0.61
H  1.306  -1.262  -2.529  0.28
H  0.159  -0.010  -3.223  0.26
H  1.741  0.217  -3.510  0.34
H  2.078  1.162  -1.555  0.27
H  1.933  -1.063  -0.317  0.34
H  1.654  0.491  0.505  0.44
H  -1.714  -0.778  1.084  0.28
H  -1.281  1.890  0.908  0.27
H  0.239  1.362  1.575  0.15
H  -2.182  1.663  2.848  0.25
H  -0.764  1.130  3.547  0.22

The energy comes out at -398.50009 Eh. For the HOMO-LUMO gap, the calculation gives 9.62 eV. Its HOMO energy is -8.8 eV.



(2)
The following is a DFT calculation (the ωB97M-V functional and the def2-TZVPD basis) of one molecule with the formula C3H8N2.

Last column: Mulliken charge in e.
Atoms and positions in Å:
C  1.285  0.345  -0.936  -0.84
C  -0.204  0.772  -0.782  -0.52
N  -0.517  0.986  0.630  -0.50
C  -0.851  0.002  1.345  0.05
N  -1.030  -1.336  0.984  -0.50
H  1.540  -0.257  -0.062  0.26
H  1.948  1.200  -0.927  0.31
H  1.442  -0.264  -1.808  0.27
H  -0.809  0.025  -1.302  0.32
H  -0.336  1.751  -1.231  0.31
H  -1.049  0.235  2.386  0.37
H  -0.834  -1.541  0.026  0.25
H  -0.585  -1.919  1.676  0.23

The energy comes out at -228.59612 Eh. For the HOMO-LUMO gap, the calculation gives 10.22 eV. Its HOMO energy is -9.2 eV.